# 1
The following is a quantum chemistry calculation of C26H40BrN7Sr as an isolated structure, from the OMol25 dataset.

The calculation puts the strongest force on any atom at 0.8 eV Å⁻¹. The calculation puts the HOMO energy at -7.3 eV. The electronic energy is -108925.335 eV. The energy relative to the best compared isomer or geometry (same formula, charge and spin) is 0.000 eV. For the HOMO-LUMO gap, the calculation gives 7.446 eV.

Last column: Löwdin charge in e.
Element x y z (Å)
H 0.229 2.978 4.648  0.0710
N 0.206 -0.711 2.404  0.0093
H -0.195 -3.379 4.034  0.0613
N 2.361 -1.631 -0.263  0.0007
H 5.570 -1.424 0.683  0.1114
H -0.719 -0.998 4.223  0.1350
C -1.701 2.607 -1.013  -0.2623
C 3.493 -1.151 0.255  -0.1576
C 4.708 -3.118 -0.335  -0.0643
C 3.535 -3.623 -0.880  -0.0658
C 1.488 -0.811 3.007  -0.2075
C 0.677 1.983 4.686  -0.0806
C -3.318 -0.936 3.481  -0.0711
H 1.457 -3.205 -1.228  0.0925
H 5.622 -3.697 -0.362  0.1074
H -0.897 -3.385 -0.640  0.0759
Sr 0.074 -0.055 -0.216  1.0932
H 2.177 -3.995 2.189  0.1066
H -1.791 -2.225 0.117  0.0457
H 0.204 -1.365 -3.773  0.0936
C -2.543 -0.761 -1.946  -0.2077
H -2.293 3.529 -0.991  0.1165
H 0.801 1.750 2.542  0.0528
C 1.462 1.692 3.407  -0.2270
H -0.709 2.875 -1.392  0.0792
C -2.397 1.653 -1.978  -0.1806
C -4.414 -0.865 2.622  -0.1140
C 0.252 -0.276 -3.794  -0.2535
N -1.663 0.386 -2.252  -0.2263
C 4.067 -1.001 4.018  -0.0858
C 2.115 -2.062 3.069  -0.1945
C -2.182 -0.811 2.672  -0.3457
C -1.910 -2.153 -1.930  -0.2303
C 1.422 -3.310 2.584  -0.2084
N -2.525 -0.670 1.349  -0.0298
C 3.435 0.231 3.938  -0.0394
C -1.131 0.355 -3.625  -0.1796
H 5.074 -1.071 4.409  0.0990
C 2.143 0.349 3.440  -0.1824
N -1.171 -2.410 -0.678  -0.0549
H -3.386 -0.790 -2.654  0.1309
H 0.180 -4.943 3.309  0.0708
C -3.875 -0.709 1.342  -0.2187
C 2.394 -2.845 -0.817  -0.1636
C 4.686 -1.861 0.241  -0.0448
H 2.064 -0.236 -2.800  0.0756
C 0.617 -4.013 3.678  -0.0787
H -1.843 -0.139 -4.302  0.1289
N 1.135 0.161 -2.723  -0.0749
H 0.605 -0.002 -4.796  0.1145
H -3.384 1.403 -1.578  0.1218
Br 2.130 2.182 -0.208  -0.2025
H 2.220 2.462 3.254  0.1049
C 3.403 -2.138 3.588  -0.0577
H 3.502 -4.601 -1.342  0.1028
H -4.433 -0.625 0.417  0.0860
H -1.236 -2.284 -2.776  0.0899
H -5.460 -0.922 2.878  0.0808
H -1.361 2.705 1.020  0.0857
H -1.047 1.390 -3.962  0.1185
H 1.264 1.171 -2.698  0.0164
H 1.327 1.937 5.562  0.0748
H 3.952 1.127 4.265  0.1150
H 3.438 -0.157 0.686  0.0453
H -2.954 -0.581 -0.956  0.0607
H -2.578 2.196 -2.908  0.1186
H -2.727 -2.866 -2.083  0.1171
H -2.356 1.459 0.579  0.0501
H 0.757 -3.055 1.756  0.0858
N -1.537 2.004 0.313  -0.0663
C -0.834 -0.843 3.145  -0.1145
H -0.128 1.260 4.833  0.0590
H -3.324 -1.060 4.554  0.0958
H 1.252 -4.253 4.533  0.0764
H 3.895 -3.104 3.633  0.1135

Forces on the atoms, in the same order (eV/Å):
H 0.0030 -0.0009 0.0019
N 0.0916 -0.0052 -0.1421
H -0.0101 0.0052 0.0094
N -0.0450 0.0062 -0.0014
H 0.0046 -0.0064 -0.0014
H 0.0197 -0.0147 -0.0010
C 0.0219 0.0191 -0.0451
C 0.0169 0.0082 0.0147
C 0.0004 -0.0063 -0.0029
C -0.0009 -0.0058 0.0001
C -0.0380 -0.0029 0.0234
C -0.0001 0.0079 0.0085
C -0.0448 0.0213 -0.0225
H 0.0004 -0.0069 -0.0010
H 0.0001 -0.0013 0.0017
H 0.0710 0.0248 0.0562
Sr 0.4641 0.0837 0.6917
H 0.0076 -0.0099 0.0045
H 0.0782 0.0011 -0.0217
H 0.0048 -0.0001 0.0241
C -0.0985 -0.0830 -0.2271
H -0.0218 -0.0168 0.0008
H -0.0099 -0.0019 -0.0146
C 0.0275 -0.0039 -0.0056
H 0.0069 -0.0094 -0.0089
C 0.0096 -0.0145 0.0697
C 0.0031 -0.0056 0.0380
C -0.0228 0.0378 -0.0004
N -0.2077 -0.0435 0.0422
C 0.0031 0.0220 0.0082
C 0.0265 0.0090 0.0060
C 0.0463 0.0041 0.0848
C -0.0680 0.0110 0.0658
C -0.0180 -0.0063 -0.0049
N -0.0383 -0.0722 -0.0067
C 0.0214 -0.0090 0.0140
C 0.0516 0.0676 0.0173
H 0.0015 -0.0010 -0.0021
C -0.0141 -0.0141 -0.0024
N -0.1541 0.0648 -0.3848
H 0.0509 0.0609 -0.0383
H 0.0001 0.0030 -0.0050
C 0.0584 0.0411 -0.0443
C 0.0121 0.0151 -0.0008
C -0.0099 0.0126 0.0046
H -0.0081 -0.0204 0.0114
C 0.0126 0.0067 -0.0005
H -0.0013 0.0258 -0.0211
N -0.0076 -0.0537 -0.0050
H -0.0078 -0.0184 -0.0091
H 0.0120 0.0195 0.0499
Br -0.1017 -0.0030 -0.0568
H -0.0026 0.0077 0.0001
C -0.0183 -0.0041 -0.0104
H 0.0053 -0.0006 0.0018
H -0.0173 -0.0061 0.0119
H 0.0094 -0.0253 -0.0046
H 0.0003 -0.0015 -0.0024
H 0.1131 -0.0449 0.0194
H 0.0208 0.0018 0.0178
H 0.0148 -0.0032 0.0221
H -0.0001 -0.0052 -0.0014
H -0.0010 -0.0001 0.0005
H -0.0062 -0.0028 0.0039
H -0.0487 -0.0435 -0.0120
H -0.0144 -0.0690 -0.0422
H -0.0225 -0.0014 0.0779
H 0.0488 0.1861 0.1756
H 0.0049 0.0101 -0.0094
N -0.2079 -0.1415 -0.3613
C -0.0841 0.0067 -0.0535
H 0.0040 -0.0027 -0.0044
H 0.0007 -0.0001 0.0012
H 0.0055 0.0018 -0.0027
H -0.0035 -0.0034 0.0009


# 2
The following is a quantum chemistry calculation of C26H40CuIN3SSb2 as an isolated structure in a non-equilibrium geometry, from the OMol25 dataset.

The calculation puts the strongest force on any atom at 3.7 eV Å⁻¹. The calculation puts the HOMO energy at -4.0 eV. The electronic energy is -108727.284 eV. The energy relative to the best compared isomer or geometry (same formula, charge and spin) is 3.411 eV. The total charge is -1. For the HOMO-LUMO gap, the calculation gives 6.165 eV.

Last column: Löwdin charge in e.
Element x y z (Å)
C 7.935 10.531 14.788  -0.2453
C 20.248 6.019 9.313  -0.0987
N 7.113 10.152 15.517  0.1163
C 11.275 11.241 13.506  -0.0435
C 10.882 10.310 4.905  -0.0515
H 18.628 3.939 7.149  0.1000
H 8.399 11.695 4.609  0.0858
H 11.941 13.995 4.521  0.0933
H 20.407 10.662 9.372  -0.0140
H 20.741 7.336 11.752  0.0501
H 17.468 5.468 12.441  0.0544
H 14.570 6.497 13.773  0.0333
C 18.072 4.393 9.227  -0.0491
N 12.422 12.486 5.890  -0.2281
H 14.656 8.319 13.466  -0.0011
H 16.441 4.551 11.191  0.0657
I 15.526 15.115 10.841  0.5048
H 17.061 3.946 9.052  0.1139
C 15.248 7.377 13.416  -0.3668
C 19.470 6.021 10.433  -0.3226
C 10.302 11.039 14.445  -0.0551
H 14.092 6.073 9.546  0.0140
H 11.819 10.484 4.419  0.0560
C 10.937 11.397 12.115  -0.2901
H 9.244 11.738 10.715  0.1055
H 13.485 13.303 7.605  0.0716
C 12.533 13.066 4.554  -0.0728
H 12.210 12.433 3.718  0.0691
H 13.630 11.583 7.293  0.0898
H 10.979 9.549 5.703  0.1011
C 20.017 5.235 8.201  -0.0994
H 18.999 10.030 8.581  0.0014
C 8.975 11.099 14.060  -0.2820
C 18.301 5.226 10.399  -0.2905
H 10.497 10.909 15.487  0.1057
H 8.435 10.708 6.052  0.1032
H 14.598 14.286 13.133  -0.0964
Sb 15.839 7.130 11.339  1.2206
H 13.737 5.329 11.192  0.0031
H 20.717 5.443 7.396  0.0957
C 19.850 9.755 9.240  -0.3752
C 8.627 11.337 12.712  -0.0602
H 21.107 10.276 12.347  -0.0261
C 9.574 11.467 11.741  -0.0477
C 17.226 5.355 11.347  -0.3549
H 20.471 8.954 8.782  -0.0068
C 13.546 12.560 6.808  -0.0774
C 13.977 6.295 10.672  -0.4035
H 12.330 11.148 13.743  0.0939
H 12.530 10.920 10.769  0.0435
C 14.936 13.731 12.290  -0.9113
H 21.026 6.758 9.239  0.0969
C 8.925 11.635 5.598  -0.1541
H 13.125 6.987 10.792  -0.0009
C 11.112 12.259 6.333  -0.7958
H 16.118 7.425 14.099  -0.0120
H 10.169 9.950 4.119  0.0977
H 7.541 11.443 12.503  0.1208
H 19.984 9.477 13.503  -0.0085
H 19.547 11.044 12.916  0.0024
C 18.880 4.415 8.101  -0.0984
Sb 18.960 9.054 11.027  1.2730
H 8.578 12.464 6.216  0.0422
Cu 13.388 12.891 11.760  0.2645
H 19.178 6.909 12.498  0.0368
S 10.612 12.685 7.865  0.7254
H 15.777 13.021 12.451  -0.0586
C 19.724 6.955 11.545  -0.2883
C 11.974 11.789 11.166  -0.2845
C 20.086 10.122 12.609  -0.3428
H 13.533 13.333 4.229  0.0776
H 11.526 12.411 10.408  -0.0465
N 10.342 11.591 5.393  -0.2390
H 14.437 12.692 6.232  0.0702

Forces on the atoms, in the same order (eV/Å):
C -1.4948 0.0755 2.8284
C 0.8073 -0.0789 -0.9151
N 0.4975 -0.0177 -0.8716
C -0.2249 -0.9789 -1.3923
C -1.3733 0.1327 -0.5998
H 0.0216 -0.0596 0.5790
H 0.5285 0.1460 0.5272
H 0.1085 -0.2048 -0.1876
H 0.5406 0.3094 0.2651
H -0.1307 -1.1216 -0.2262
H 0.1843 -0.6879 -1.0290
H 1.1626 1.5415 -0.6238
C -1.2400 0.9907 0.1307
N -0.8913 -0.2413 -0.5859
H 0.4981 -0.6466 -0.0362
H 1.1290 0.5883 0.5285
I 0.4973 0.8045 -0.7558
H 0.9344 0.1274 0.7824
C -0.9390 -1.5115 0.7744
C -1.4268 -0.4677 1.2874
C 0.0068 0.1796 0.0685
H -0.2300 0.3052 1.6760
H 0.6104 -0.0839 -0.0860
C 0.0353 1.0006 0.8843
H 0.6267 -0.3915 0.6946
H -0.1938 0.1969 -0.2280
C -0.4228 0.4868 -0.5089
H -0.3533 -0.1777 0.4459
H 0.0383 0.1059 0.1737
H -0.0867 0.3820 -0.2520
C -0.0025 0.3267 -0.4256
H 0.5249 -0.4791 0.2741
C -0.3596 -0.3639 -2.2827
C 0.4618 -0.7267 -2.3996
H 0.4009 -0.2891 0.4795
H 1.0853 0.8266 -0.1542
H 0.5033 0.5804 1.0249
Sb -0.0324 1.0605 -0.7432
H 0.1133 0.8040 -0.4673
H -0.2887 -0.4955 -0.2930
C 0.0487 -0.7675 -1.0235
C -1.1736 0.1449 0.6168
H 0.7387 0.2806 0.0163
C 0.2542 0.6155 -0.2403
C -2.8007 -0.5957 2.2639
H -0.3783 0.7221 0.0329
C -0.4870 -0.6011 0.5593
C -0.2652 -1.5052 -1.1283
H -0.1076 0.4028 0.0981
H -0.1894 0.2243 -0.1610
C 0.8955 -1.0327 0.1958
H 0.5423 0.0127 0.1316
C -2.3864 -1.2736 -0.6811
H 0.5605 -0.1792 0.0456
C 1.2979 0.0239 0.6766
H -0.4490 0.1238 -0.3684
H 0.5798 0.1141 0.7108
H 0.8658 -0.2728 -0.0572
H 0.3703 0.0738 -0.4065
H 0.4702 -0.3790 -0.6610
C 1.0221 0.7338 0.5366
Sb -1.0326 0.4303 1.3415
H 0.4980 -0.0415 -0.1974
Cu -0.2247 -0.6105 -0.2434
H 0.1729 -0.6610 -0.4573
S 0.2436 -0.1717 -0.8151
H -0.4268 0.8353 0.2195
C 0.3620 2.5608 0.1034
C -0.0939 -0.6381 -0.1748
C -1.4868 -0.5770 0.4254
H 0.4627 -0.0076 0.7605
H -0.1885 -0.3599 -0.8658
N 0.1543 0.1723 0.7363
H 0.5249 0.2557 -0.3504


# 3
The following is a quantum chemistry calculation of C26H40N7O3P2ReS as an isolated structure, from the OMol25 dataset.

The calculation puts the strongest force on any atom at 0.3 eV Å⁻¹. The calculation puts the HOMO energy (spin up / spin down) at -10.1 / -9.9 eV. The electronic energy is -75722.537 eV. The energy relative to the best compared isomer or geometry (same formula, charge and spin) is 0.000 eV. The total charge is +1. The spin multiplicity is 2. For the HOMO-LUMO gap (spin up / spin down), the calculation gives 6.982 / 6.665 eV.

Last column: Löwdin charge in e.
Element x y z (Å)
Re -0.107 -0.025 -0.318  0.7526
C -1.213 -4.173 0.675  -0.0838
C 2.833 -1.117 1.386  -0.7164
N 3.952 -1.354 0.715  -0.1340
H 4.479 -1.444 -1.305  0.1016
H -0.894 0.793 -3.503  0.0772
H -1.496 0.772 6.456  0.1081
N 1.436 4.579 0.881  -0.1412
C -1.422 1.159 -1.436  -0.2931
H -1.203 -1.576 -3.189  0.0575
H 3.752 3.444 -1.931  0.1294
H 3.503 1.492 -0.521  0.0928
O -1.761 -2.856 0.850  -0.3260
O -2.001 -2.599 -1.572  -0.2811
N -1.491 1.039 1.173  -0.1008
C -2.333 1.936 -0.687  -0.3147
H 2.959 3.881 2.132  0.1277
C -1.537 1.341 -2.828  -0.1423
C 2.977 2.128 0.200  -0.3058
C -0.953 -0.121 3.234  -0.0611
C 0.827 -0.570 -1.882  -0.2449
C 4.086 -2.093 -0.520  -0.0267
C 5.094 -0.663 1.315  -0.0916
H 3.154 1.715 1.196  0.0658
C 3.307 4.090 -1.172  -0.1820
H 4.777 0.867 2.852  0.1188
H -0.128 -4.139 0.748  0.0474
C -4.033 -1.068 1.180  -0.0686
H 0.243 5.291 -0.684  0.1326
C -3.325 2.971 -2.604  -0.0758
N -2.331 1.841 0.693  0.0809
H 3.363 5.302 1.154  0.1316
C 1.301 5.148 -0.459  -0.1745
C -1.498 0.992 2.610  -0.2657
H 4.769 -2.930 -0.375  0.1021
H 1.792 6.124 -0.462  0.1320
H 2.417 -0.311 3.205  0.1404
H 0.148 3.295 -1.983  0.0874
C -1.493 0.832 5.376  -0.0749
H 3.830 5.048 -1.185  0.1315
C -2.034 1.945 4.742  -0.0661
H -2.451 2.752 5.329  0.1103
C 4.534 -0.176 2.661  -0.1093
C 0.638 3.366 1.036  -0.2885
C -2.141 -2.037 -2.880  -0.0803
H -1.515 -4.584 -0.285  0.0848
H 5.936 -1.344 1.428  0.1313
H 4.889 -0.782 3.496  0.1262
C 2.851 4.338 1.146  -0.1828
O -3.272 -1.108 -0.037  -0.2801
C -2.044 2.032 3.361  -0.0278
H 5.402 0.166 0.672  0.1236
S 1.270 -1.723 1.026  0.6816
C -2.452 2.213 -3.389  -0.0679
H 3.110 -2.471 -0.808  0.0506
H -1.620 -4.779 1.480  0.0954
H -0.551 -0.930 2.642  0.0224
H -5.056 -1.333 0.926  0.0950
H -3.640 -1.776 1.906  0.0837
C 1.176 3.081 -1.689  -0.2818
H 1.537 -1.401 -1.907  -0.0282
H -2.463 2.895 2.865  0.1081
H -0.549 -1.077 5.105  0.1080
H -2.384 -2.862 -3.543  0.0968
H 0.740 2.986 2.057  0.0949
H -2.941 -1.297 -2.896  0.0911
P 1.166 2.052 -0.155  0.9511
H -4.004 -0.056 1.582  0.0741
H -4.032 3.647 -3.063  0.1061
P -1.821 -1.715 -0.262  0.6120
N 3.503 3.488 0.147  -0.1418
H 0.746 -0.107 -2.867  -0.0109
H 1.629 2.497 -2.496  0.0998
H -0.417 3.601 0.880  0.0854
N 1.908 4.329 -1.507  -0.1410
H -2.491 2.311 -4.467  0.1105
C -3.265 2.825 -1.239  -0.0164
H -3.918 3.374 -0.574  0.1159
N 3.097 -0.359 2.463  0.0246
C -0.957 -0.200 4.620  -0.0724

Forces on the atoms, in the same order (eV/Å):
Re 0.0799 0.0292 0.0621
C -0.0294 -0.0176 -0.0083
C -0.0543 0.0609 0.1225
N -0.0291 0.0702 0.0582
H -0.0188 -0.0020 -0.0095
H 0.0059 -0.0123 -0.0102
H 0.0068 -0.0033 0.0055
N 0.0140 0.0046 0.0243
C -0.1128 0.1521 -0.2187
H -0.0086 0.0038 0.0002
H 0.0002 0.0065 0.0021
H -0.0143 0.0282 -0.0223
O 0.0372 0.0695 0.0232
O 0.0041 -0.0355 0.0511
N -0.0648 0.0667 0.1331
C 0.0253 -0.0474 0.1782
H -0.0016 0.0017 -0.0022
C 0.0532 -0.0444 0.0724
C 0.0406 -0.0931 0.0404
C -0.0694 0.0088 0.0456
C 0.0272 -0.0723 -0.1082
C -0.0059 0.0002 -0.0154
C 0.0653 -0.0037 -0.0006
H -0.0246 0.0194 -0.0453
C 0.0254 0.0214 -0.0365
H 0.0094 -0.0071 0.0146
H -0.0080 -0.0045 -0.0117
C -0.0350 -0.0444 -0.0080
H 0.0022 0.0059 -0.0002
C 0.0103 -0.0187 0.0428
N 0.0345 -0.1134 -0.0410
H 0.0006 -0.0120 -0.0010
C -0.0077 0.0494 -0.0143
C 0.0009 0.0431 -0.0997
H 0.0131 0.0131 -0.0131
H -0.0012 -0.0088 -0.0021
H -0.0122 0.0592 -0.0030
H 0.0006 -0.0060 0.0095
C 0.0108 -0.0240 0.0229
H -0.0039 -0.0100 0.0043
C -0.0142 0.0263 -0.0064
H 0.0004 -0.0024 0.0051
C 0.0228 0.0000 0.0306
C 0.0120 -0.0176 0.0351
C -0.0050 0.0167 -0.0124
H 0.0000 -0.0073 0.0042
H -0.0091 0.0056 0.0005
H -0.0013 0.0085 -0.0148
C 0.0153 0.0258 0.0113
O 0.0594 0.0650 -0.0119
C 0.1086 -0.0478 0.0669
H -0.0063 -0.0071 0.0107
S 0.0157 0.0626 -0.1327
C -0.0286 0.0306 -0.0294
H 0.0100 -0.0194 0.0040
H 0.0218 0.0025 -0.0004
H -0.0199 0.0073 -0.0089
H 0.0082 0.0015 0.0102
H -0.0025 0.0055 0.0058
C 0.0049 -0.0104 -0.0306
H 0.0246 0.0254 -0.0231
H -0.0054 0.0083 -0.0261
H -0.0119 -0.0062 0.0148
H 0.0039 0.0093 0.0021
H -0.0215 0.0032 -0.0104
H 0.0049 -0.0035 -0.0042
P -0.0645 -0.2062 -0.0074
H -0.0039 -0.0118 0.0002
H -0.0063 0.0078 0.0017
P -0.0345 -0.0580 -0.0124
N 0.0127 0.0127 0.0347
H -0.0164 -0.0088 -0.0265
H -0.0121 0.0065 0.0023
H 0.0076 -0.0051 -0.0202
N 0.0109 -0.0067 0.0119
H 0.0074 -0.0051 -0.0086
C -0.0157 0.0199 -0.0826
H -0.0046 -0.0004 0.0137
N -0.0384 -0.0795 -0.0241
C 0.0057 0.0184 -0.0143


Q: Which formula does entry 3 have?
A: C26H40N7O3P2ReS